1.
Here is a cluster of 2 separate species, C2H5F2NO in total at a distorted geometry from the OMol25 dataset. Energies are from ωB97M-V with the def2-TZVPD basis set.

```
11
Properties=species:S:1:pos:R:3:nbo_charge:R:1
C -0.505 -0.907 0.779 -0.032
C 1.024 -0.568 -0.895 0.751
N 1.333 0.778 -0.968 -0.902
O -0.813 0.309 1.246 -0.700
F 1.999 -1.467 -0.700 -0.343
F 0.467 -0.881 -2.138 -0.389
H 0.011 -1.511 1.446 0.175
H -1.245 -1.487 0.082 0.171
H 0.917 1.461 -0.331 0.392
H 1.474 0.981 -1.905 0.388
H -0.989 1.013 0.587 0.489
```

LUMO level, eV: 0.5
Orbital gap, Eh: 0.3365
HOMO energy, eV: -8.611
M, g/mol: 97.06
Relative energy (zero: lowest compared OMol25 entry of this formula, charge and spin), eV: 2.445

=====

2.
Here is a structure of composition C3H7NS2 at a distorted geometry from the OMol25 dataset. Energies are from ωB97M-V with the def2-TZVPD basis set.

```
13
Properties=species:S:1:pos:R:3:nbo_charge:R:1
C -1.693 -0.022 0.079 -0.065
C 2.135 0.314 0.648 -0.672
C 1.435 -0.338 -0.585 -0.176
N -3.006 -0.275 0.128 -0.778
S -1.285 1.565 -0.375 -0.275
S -0.549 -1.327 0.277 0.047
H 1.366 0.670 1.354 0.256
H 2.962 -0.338 0.913 0.218
H 2.481 1.187 0.111 0.232
H 2.160 -1.011 -0.988 0.191
H 0.888 0.280 -1.263 0.223
H -3.536 0.476 -0.277 0.410
H -3.356 -1.180 -0.022 0.389
```

LUMO level, eV: -0.3
Orbital gap, Eh: 0.2910
HOMO energy, eV: -8.230
M, g/mol: 121.23
Relative energy (zero: lowest compared OMol25 entry of this formula, charge and spin), eV: 1.847